A structure of composition C21H38F8INO7Si2. Source: OMol25; level of theory: ωB97M-V with the def2-TZVPD basis set.

* E: -83815.87508 eV
* frontier orbital gap: 9.47 eV
* LUMO: 0.435 eV

Structure (ORCA input):
```
! RIJCOSX wB97M-V def2-TZVPD def2/J DEFGRID3
* xyz 0 1
C 1.950 4.452 1.187
C 2.049 3.629 2.488
C 3.389 3.989 3.210
C 2.013 2.104 2.175
C 1.108 1.342 3.162
C 2.013 0.488 4.079
C 0.142 0.382 2.466
O -0.371 0.929 1.261
Si -1.297 -0.114 0.360
C -0.452 -1.750 -0.002
C 1.036 -1.591 -0.388
O 1.234 -1.315 -1.761
C 1.449 0.054 -2.033
C 2.153 0.194 -3.367
F 1.711 -0.689 -4.246
F 1.810 1.401 -3.844
C 3.723 0.150 -3.386
F 4.165 -1.039 -3.727
F 4.104 0.957 -4.386
C 4.456 0.694 -2.141
F 3.961 1.870 -1.798
F 5.718 0.926 -2.514
C 4.550 -0.232 -0.907
F 4.004 -1.436 -1.104
F 3.969 0.319 0.162
O -2.812 -0.409 1.019
Si -3.772 0.891 1.451
I -3.330 2.947 0.142
C -5.601 0.437 1.334
C -6.471 1.275 0.414
O -7.644 0.467 0.178
C -6.936 2.612 1.045
N -6.939 3.751 0.131
H 2.526 5.373 1.255
H 2.363 3.862 0.374
H 0.930 4.739 0.955
H 1.234 3.921 3.143
H 3.869 3.102 3.609
H 3.172 4.656 4.041
H 4.032 4.493 2.498
H 3.031 1.738 2.253
H 1.706 1.991 1.138
H 0.567 2.002 3.830
H 1.443 -0.231 4.664
H 2.780 0.002 3.486
H 2.542 1.172 4.740
H -0.653 0.176 3.190
H 0.671 -0.569 2.331
H -1.500 0.546 -0.942
H -0.953 -2.144 -0.884
H -0.516 -2.444 0.829
H 1.508 -2.552 -0.198
H 1.528 -0.884 0.283
H 1.918 0.595 -1.213
H 0.463 0.509 -2.172
H 5.599 -0.369 -0.654
H -3.440 1.222 2.851
H -6.007 0.494 2.342
H -5.657 -0.586 0.966
H -6.032 1.461 -0.567
H -8.249 0.971 -0.380
H -6.323 2.826 1.921
H -7.947 2.469 1.421
H -6.235 4.432 0.366
H -6.839 3.477 -0.835
C 0.988 -4.792 -3.929
C 0.781 -5.629 -2.690
C -0.176 -6.782 -2.868
O -0.701 -6.946 -1.545
C -0.636 -5.734 -0.934
O -1.171 -5.462 0.090
O 0.126 -4.873 -1.659
H 1.366 -5.400 -4.751
H 0.054 -4.318 -4.235
H 1.701 -3.990 -3.733
H 1.744 -5.970 -2.298
H 0.314 -7.693 -3.205
H -1.004 -6.549 -3.543
*
```

=====

A cluster of 6 separate species, C21H38N3O7S2 in total. Source: OMol25; level of theory: ωB97M-V with the def2-TZVPD basis set.

* E: -62868.09183 eV
* frontier orbital gap: 8.56 eV
* LUMO: 2.398 eV

Structure (ORCA input):
```
! RIJCOSX wB97M-V def2-TZVPD def2/J DEFGRID3
* xyz -1 1
O -0.604 -0.340 -0.623
C -0.193 -0.322 0.643
O 0.826 0.351 0.896
O -0.879 -0.908 1.480
H -1.412 -0.857 -0.599
C -0.656 1.680 3.641
C -2.202 1.608 3.978
C -2.893 1.706 2.638
S -2.086 3.007 1.835
O -2.564 4.229 2.491
O -2.091 2.913 0.398
C -0.441 2.689 2.504
H -0.369 0.710 3.264
H -0.164 1.982 4.567
H -2.502 2.430 4.689
H -2.501 0.631 4.395
H -3.914 2.020 2.654
H -2.824 0.818 2.058
H -0.136 3.680 2.800
H 0.092 2.298 1.714
C -1.911 -3.776 2.673
C -3.153 -2.953 2.415
C -3.216 -1.823 3.411
S -2.257 -2.483 4.760
O -2.962 -3.651 5.299
O -1.817 -1.490 5.708
C -0.972 -3.090 3.695
H -1.334 -3.822 1.757
H -2.134 -4.801 3.057
H -3.993 -3.589 2.633
H -3.138 -2.532 1.416
H -4.208 -1.553 3.771
H -2.680 -0.907 3.045
H -0.517 -3.831 4.369
H -0.310 -2.362 3.271
C 4.608 -1.487 1.983
C 3.206 -1.526 1.481
C 2.266 -2.281 2.394
C 2.749 -3.612 2.734
N 3.075 -4.669 3.091
H 5.333 -1.055 1.233
H 5.005 -2.465 2.253
H 4.759 -0.900 2.885
H 3.100 -2.016 0.530
H 2.776 -0.501 1.366
H 1.321 -2.324 1.838
H 2.002 -1.759 3.319
C 3.394 1.009 -4.933
C 2.324 0.802 -6.025
C 2.702 -0.358 -6.947
C 3.986 -0.193 -7.700
N 5.034 -0.179 -8.171
H 3.404 0.233 -4.229
H 3.286 1.968 -4.419
H 4.331 1.022 -5.408
H 2.124 1.691 -6.638
H 1.361 0.517 -5.518
H 1.963 -0.502 -7.738
H 2.800 -1.315 -6.418
C -1.603 3.498 -5.131
C -1.666 3.219 -3.598
C -0.604 2.232 -3.080
C -0.830 0.934 -3.688
N -1.005 -0.138 -4.029
H -1.216 2.603 -5.624
H -0.882 4.305 -5.295
H -2.631 3.755 -5.504
H -2.671 2.878 -3.303
H -1.462 4.151 -3.084
H -0.618 2.270 -1.972
H 0.399 2.535 -3.352
*
```

=====

A structure of composition C21H39FeSe2. Source: OMol25; level of theory: ωB97M-V with the def2-TZVPD basis set.

* E: -187483.89113 eV
* frontier orbital gap (spin up / spin down): 7.87 / 7.94 eV
* LUMO (spin up / spin down): -2.654 / -3.473 eV

Structure (ORCA input):
```
! RIJCOSX wB97M-V def2-TZVPD def2/J DEFGRID3
* xyz 1 5
Fe -0.835 0.199 0.330
C 1.299 -0.375 1.016
C 1.144 -0.675 -0.372
C 1.050 0.591 -1.053
C 1.041 1.589 -0.036
C 1.252 1.005 1.229
C 1.513 1.731 2.539
C 0.898 0.986 3.729
C 3.036 1.794 2.737
C 0.952 3.154 2.487
C 1.148 0.990 -2.543
C 1.270 2.516 -2.657
C -0.051 0.616 -3.432
C 2.456 0.403 -3.108
C 1.131 -2.169 -0.772
C 0.263 -2.941 0.240
C 0.548 -2.510 -2.143
C 2.567 -2.711 -0.692
H 1.512 -1.108 1.786
H 1.000 2.655 -0.211
H 1.342 -0.005 3.858
H -0.179 0.866 3.604
H 1.065 1.546 4.654
H 3.460 0.790 2.831
H 3.281 2.355 3.644
H 3.516 2.288 1.889
H -0.099 3.159 2.175
H 1.515 3.783 1.793
H 1.011 3.618 3.475
H 0.362 3.026 -2.318
H 1.423 2.778 -3.706
H 2.121 2.900 -2.090
H -0.974 1.004 -3.005
H -0.160 -0.450 -3.591
H 0.068 1.083 -4.414
H 3.320 0.850 -2.607
H 2.533 0.625 -4.176
H 2.528 -0.674 -2.980
H -0.718 -2.465 0.359
H 0.726 -3.010 1.228
H 0.084 -3.959 -0.116
H -0.505 -2.218 -2.207
H 0.598 -3.593 -2.282
H 1.085 -2.055 -2.967
H 3.005 -2.522 0.292
H 3.205 -2.231 -1.440
H 2.582 -3.790 -0.873
C -4.123 -1.364 -1.515
Se -2.982 0.180 -1.253
C -4.036 1.108 0.097
C -4.185 0.355 1.410
Se -2.494 0.052 2.345
C -2.638 -1.874 2.544
H -5.082 -0.993 -1.860
H -4.229 -1.952 -0.609
H -3.655 -1.962 -2.291
H -5.014 1.302 -0.338
H -3.540 2.067 0.229
H -4.626 -0.628 1.264
H -4.822 0.913 2.091
H -3.502 -2.082 3.168
H -1.732 -2.212 3.042
H -2.730 -2.349 1.572
*
```

=====

A structure of composition C21H39MnN2O2P3S. Source: OMol25; level of theory: ωB97M-V with the def2-TZVPD basis set.

* E: -99460.77596 eV
* frontier orbital gap (spin up / spin down): 4.63 / 3.96 eV
* energy above the lowest of the compared OMol25 structures with the same formula, charge and spin: 40.3 kcal per mole
* LUMO (spin up / spin down): -15.348 / -15.985 eV

Structure (ORCA input):
```
! RIJCOSX wB97M-V def2-TZVPD def2/J DEFGRID3
* xyz 4 4
P 2.586 -0.387 -0.291
C 3.446 -0.673 1.388
H 4.529 -0.706 1.274
H 3.141 -1.624 1.824
H 3.217 0.118 2.100
C 3.388 -1.948 -1.020
H 3.409 -1.927 -2.108
H 2.839 -2.832 -0.696
H 4.421 -2.048 -0.688
C 3.851 0.940 -0.794
H 4.862 0.533 -0.778
H 3.816 1.775 -0.094
H 3.663 1.338 -1.788
P -0.720 2.850 -0.758
C -0.817 4.047 0.725
H -1.330 4.969 0.452
H 0.180 4.325 1.066
H -1.356 3.610 1.563
C 0.194 4.147 -1.804
H 0.111 3.946 -2.870
H 1.249 4.167 -1.530
H -0.218 5.143 -1.639
C -2.525 3.192 -1.247
H -2.682 4.256 -1.423
H -3.195 2.884 -0.445
H -2.821 2.655 -2.146
P -1.902 -1.617 -0.292
C -2.813 -1.991 1.343
H -3.376 -2.921 1.274
H -3.526 -1.202 1.580
H -2.120 -2.090 2.177
C -3.532 -1.651 -1.267
H -4.190 -2.440 -0.902
H -3.370 -1.841 -2.326
H -4.050 -0.698 -1.155
C -1.333 -3.422 -0.464
H -2.190 -4.097 -0.473
H -0.700 -3.698 0.379
H -0.760 -3.594 -1.373
Mn -0.014 0.298 -0.297
C 1.107 1.615 1.029
O 1.690 2.280 1.747
C -1.641 0.878 1.033
O -2.468 1.196 1.749
C -1.267 -0.020 -3.645
C -0.602 -1.201 -3.616
C 0.720 -1.270 -3.438
C 1.410 -0.127 -3.675
C 0.821 1.071 -3.700
C -0.524 1.066 -3.871
H -2.335 0.028 -3.787
H -1.152 -2.119 -3.740
H 1.202 -2.234 -3.415
H 2.472 -0.179 -3.847
H 1.416 1.952 -3.881
H -1.017 1.966 -4.199
C 0.379 -3.140 4.025
N 0.124 -1.704 4.068
C -0.145 -0.993 5.178
C -0.313 0.319 4.816
N -0.146 0.424 3.487
C 0.118 -0.828 3.034
S 0.429 -1.317 1.466
H -0.376 -3.635 3.380
H 1.395 -3.326 3.620
H 0.317 -3.576 5.046
H -0.213 -1.395 6.181
H -0.537 1.148 5.475
H -0.226 1.334 3.001
*
```

=====

A cluster of 5 separate species, C21H39N3O14PS in total. Source: OMol25; level of theory: ωB97M-V with the def2-TZVPD basis set.

* E: -75656.83587 eV
* frontier orbital gap: 7.05 eV
* LUMO: -4.972 eV

Structure (ORCA input):
```
! RIJCOSX wB97M-V def2-TZVPD def2/J DEFGRID3
* xyz 1 1
C 1.952 -1.119 1.571
C 0.510 -1.649 2.033
O -0.443 -0.805 2.004
O 0.243 -2.974 2.486
C -0.545 -3.632 1.452
C -2.103 -3.762 1.909
C -2.952 -2.591 1.247
C -3.162 -2.694 -0.318
C -3.956 -1.513 -0.992
C -4.430 -0.393 0.031
C -5.230 0.855 -0.638
N -6.573 0.928 0.024
N -4.204 -0.421 1.421
N -3.508 -1.448 1.897
P -3.226 -1.386 3.689
S -4.729 -2.384 4.478
H 2.101 -0.085 2.063
H 1.958 -0.947 0.430
H 2.821 -1.780 1.897
H -0.120 -4.674 1.184
H -0.516 -2.987 0.507
H -2.466 -4.753 1.430
H -2.233 -3.894 3.033
H -2.748 -3.577 -0.909
H -4.144 -1.461 -2.111
H -5.284 0.683 -1.763
H -4.642 1.803 -0.343
H -7.203 1.442 -0.625
H -6.473 1.488 0.891
H -3.389 -0.026 4.099
H -1.950 -1.934 4.031
C -5.904 -4.692 -2.304
O -4.981 -5.489 -3.044
C -4.894 -6.765 -2.624
O -5.512 -7.252 -1.710
O -3.999 -7.398 -3.399
C -3.803 -8.772 -3.065
H -5.892 -3.686 -2.727
H -6.916 -5.091 -2.392
H -5.603 -4.628 -1.255
H -4.732 -9.334 -3.184
H -3.419 -8.870 -2.047
H -3.063 -9.180 -3.754
C 0.348 1.708 0.608
O -0.171 3.034 0.515
C 0.774 3.988 0.481
O 1.967 3.801 0.523
O 0.163 5.180 0.391
C 1.055 6.295 0.345
H -0.494 1.019 0.628
H 0.964 1.475 -0.265
H 0.920 1.582 1.529
H 1.699 6.238 -0.535
H 1.652 6.350 1.258
H 0.452 7.201 0.273
C 3.638 2.520 -2.664
O 4.572 1.728 -3.394
C 4.661 0.456 -2.974
O 4.034 -0.038 -2.066
O 5.568 -0.172 -3.739
C 5.769 -1.544 -3.404
H 3.647 3.525 -3.087
H 2.628 2.113 -2.764
H 3.926 2.585 -1.613
H 4.845 -2.112 -3.534
H 6.142 -1.641 -2.382
H 6.520 -1.947 -4.085
C 7.774 7.415 2.205
O 7.146 6.154 2.426
C 5.840 6.126 2.112
O 5.195 7.050 1.677
O 5.376 4.891 2.366
C 3.990 4.717 2.076
H 8.822 7.321 2.492
H 7.729 7.689 1.148
H 7.315 8.189 2.824
H 3.795 4.883 1.017
H 3.381 5.384 2.691
H 3.723 3.688 2.317
*
```

=====

A cluster of 3 separate species, C21H40BFO13 in total. Source: OMol25; level of theory: ωB97M-V with the def2-TZVPD basis set.

* E: -52436.60399 eV
* frontier orbital gap: 8.91 eV
* energy above the lowest of the compared OMol25 structures with the same formula, charge and spin: 0.0 kcal per mole
* LUMO: 0.053 eV
* SMILES string: O=C(O)C[C@H]1OC(=O)[C@H](CB(O)O)[C@@H]1CC(=O)F.COCCOCCOC.COCCOCCOC

Structure (ORCA input):
```
! RIJCOSX wB97M-V def2-TZVPD def2/J DEFGRID3
* xyz 0 1
O 3.829 1.332 1.766
C 4.017 0.678 0.794
O 5.076 0.939 -0.009
C 3.141 -0.471 0.338
C 1.789 -0.527 1.011
O 1.145 0.764 0.966
C -0.204 0.523 1.000
O -0.964 1.144 1.670
C -0.441 -0.643 0.073
C -1.829 -1.267 0.064
B -2.894 -0.264 -0.541
O -2.835 0.059 -1.896
O -3.921 0.191 0.246
C 0.793 -1.532 0.369
C 0.510 -2.744 1.281
C 1.442 -3.869 0.913
O 1.393 -4.583 -0.027
F 2.477 -3.969 1.802
H 5.209 0.229 -0.646
H 3.674 -1.403 0.563
H 3.013 -0.432 -0.749
H 1.904 -0.775 2.070
H -0.237 -0.204 -0.913
H -1.777 -2.146 -0.592
H -2.134 -1.573 1.066
H -2.340 0.848 -2.123
H -4.031 1.144 0.267
H 1.162 -1.923 -0.582
H -0.506 -3.111 1.141
H 0.668 -2.486 2.327
C -5.724 -6.181 -3.329
O -5.231 -6.394 -2.026
C -3.829 -6.553 -1.938
C -3.245 -5.798 -0.766
O -3.268 -4.387 -0.900
C -4.499 -3.701 -0.745
C -5.001 -3.603 0.677
O -5.451 -4.851 1.168
C -5.058 -5.146 2.488
H -5.799 -7.117 -3.893
H -6.720 -5.750 -3.235
H -5.091 -5.483 -3.887
H -3.342 -6.218 -2.862
H -3.591 -7.616 -1.801
H -2.182 -6.054 -0.731
H -3.700 -6.125 0.171
H -5.274 -4.089 -1.409
H -4.277 -2.679 -1.067
H -5.833 -2.887 0.687
H -4.206 -3.200 1.315
H -4.014 -4.867 2.666
H -5.162 -6.221 2.628
H -5.689 -4.635 3.223
C 2.161 8.815 0.926
O 2.956 8.097 0.012
C 4.345 8.347 0.107
C 5.163 7.078 0.014
O 5.059 6.219 1.133
C 3.877 5.454 1.300
C 3.745 4.275 0.365
O 3.497 4.683 -0.974
C 4.239 3.988 -1.945
H 1.994 9.847 0.596
H 1.199 8.309 0.990
H 2.614 8.834 1.923
H 4.583 8.860 1.047
H 4.652 9.003 -0.719
H 6.212 7.390 0.003
H 4.960 6.556 -0.924
H 2.981 6.078 1.267
H 3.958 5.037 2.307
H 2.903 3.666 0.715
H 4.649 3.662 0.422
H 5.276 3.835 -1.626
H 4.235 4.587 -2.855
H 3.798 3.008 -2.171
*
```